This record from the Open Molecules 2025 dataset describes a molecular structure, C46H74N8O3PSSeSi4TeZr in a non-equilibrium geometry. The level of theory is wB97M-V/def2-TZVPD.

```
140
Properties=species:S:1:pos:R:3:lowdin_charge:R:1
Zr 0.3222 0.1315 0.7987 1.404
N -1.2113 0.0516 -1.7611 -0.016
C -1.8893 1.2561 -2.2321 -0.224
C -1.2743 2.4673 -1.5322 -0.227
N -1.0404 2.2183 -0.1000 -0.147
C -2.2543 2.3390 0.7135 -0.188
C -2.9748 0.9941 0.8217 -0.209
N -2.0222 -0.0644 1.1730 -0.062
H -1.7670 -0.7682 -1.9796 0.035
H -0.3393 -0.0536 -2.2702 -0.010
H -1.8024 1.4011 -3.3136 0.120
H -2.9555 1.1798 -2.0161 0.096
H -0.3133 2.6854 -1.9942 0.035
H -1.9283 3.3339 -1.6783 0.127
H -0.3692 2.9137 0.2105 0.088
H -1.9660 2.6802 1.7087 0.102
H -2.9460 3.0796 0.2974 0.129
H -3.7811 1.0874 1.5542 0.124
H -3.4300 0.7429 -0.1311 0.077
H -2.0364 -0.2630 2.1673 0.056
H -2.2794 -0.9537 0.7069 -0.014
N -3.2096 2.4950 7.7614 0.133
C -2.3429 2.1940 6.7590 -0.301
C -0.9596 2.1336 7.0008 -0.006
C -0.0833 1.8225 5.9887 -0.048
C -0.5668 1.5773 4.7071 -0.304
C -1.9300 1.6421 4.4468 -0.058
C -2.8120 1.9559 5.4554 -0.010
S 0.5637 0.9793 3.5142 0.660
O 1.8759 1.0241 4.0725 -0.248
O 0.4476 1.7271 2.2149 -0.475
N 0.0768 -0.4391 2.9533 -0.241
C -0.2006 -1.4912 3.7950 -0.456
N 0.0600 -1.3693 5.0982 0.148
C -0.1829 -2.4342 5.8531 -0.099
C -0.6785 -3.6189 5.3355 -0.034
C -0.9714 -3.6140 3.9816 -0.119
N -0.7627 -2.5547 3.2091 0.121
H -2.8857 2.5443 8.7094 0.107
H -4.1987 2.4515 7.6025 0.105
H -0.5899 2.3257 8.0001 0.119
H 0.9798 1.7474 6.1680 0.120
H -2.3031 1.4489 3.4486 0.084
H -3.8743 2.0142 5.2541 0.117
H 0.0303 -2.3219 6.9105 0.118
H -0.8390 -4.4910 5.9508 0.106
H -1.4018 -4.4793 3.4873 0.120
C 3.9180 0.7250 1.8206 -0.115
C 3.6176 -0.6895 2.2539 -0.257
O 2.5393 -1.3604 1.5421 -0.259
C 2.5875 -2.7088 2.0737 -0.246
C 1.6863 -3.7353 1.4285 -0.085
H 4.6074 1.1573 2.5474 0.104
H 3.0250 1.3397 1.8082 0.009
H 4.3778 0.7421 0.8381 0.028
H 3.3695 -0.6998 3.3154 0.106
H 4.5209 -1.2896 2.1102 0.125
H 2.3630 -2.6443 3.1475 0.117
H 3.6211 -3.0524 1.9756 0.122
H 0.6371 -3.4825 1.5309 0.033
H 1.8673 -4.6843 1.9372 0.092
H 1.9281 -3.8678 0.3783 0.029
C 5.4662 -0.3948 -3.2547 -0.208
Si 4.4300 0.9553 -4.0780 0.339
C 5.4916 1.9534 -5.2883 -0.211
C 3.0287 0.1120 -5.0281 -0.212
Si 3.5733 2.4360 -2.4493 0.159
Te 1.9398 0.9252 -1.1890 0.677
Si 5.1419 3.4167 -0.9786 0.367
C 6.4527 2.1657 -0.4101 -0.216
C 6.0494 4.8528 -1.8094 -0.210
C 4.2157 4.0926 0.5330 -0.210
Si 2.1939 4.1062 -3.3976 0.363
C 0.8536 3.2899 -4.4744 -0.224
C 3.0874 5.3751 -4.4784 -0.207
C 1.3288 5.0416 -1.9771 -0.220
H 5.8543 -1.1043 -3.9876 0.035
H 4.8433 -0.9487 -2.5475 0.015
H 6.3152 0.0193 -2.7076 0.016
H 6.0036 1.3030 -5.9992 0.033
H 6.2522 2.5361 -4.7641 0.021
H 4.8744 2.6502 -5.8593 0.018
H 3.4187 -0.5378 -5.8140 0.037
H 2.3591 0.8382 -5.4933 0.015
H 2.4375 -0.5041 -4.3470 -0.021
H 7.2502 2.0858 -1.1518 0.028
H 6.0334 1.1667 -0.2799 0.002
H 6.9069 2.4624 0.5368 0.035
H 6.5838 4.5154 -2.7000 0.025
H 6.7811 5.2973 -1.1325 0.036
H 5.3587 5.6397 -2.1175 0.013
H 3.4594 3.3884 0.8859 -0.003
H 3.7043 5.0245 0.2816 0.022
H 4.8929 4.2999 1.3636 0.036
H 1.1812 3.2368 -5.5146 0.030
H -0.0862 3.8447 -4.4524 0.031
H 0.6552 2.2667 -4.1430 -0.003
H 3.6558 4.8830 -5.2703 0.019
H 3.7870 5.9807 -3.9002 0.015
H 2.3738 6.0512 -4.9523 0.036
H 1.2545 4.4111 -1.0864 -0.004
H 0.3229 5.3635 -2.2528 0.027
H 1.8964 5.9317 -1.6988 0.028
C -5.6323 -0.4569 -3.7797 -0.081
C -4.7237 -1.4190 -4.1902 -0.069
C -3.9978 -2.1455 -3.2546 -0.081
C -4.1734 -1.9211 -1.8916 -0.373
C -5.0946 -0.9490 -1.4900 -0.135
C -5.8232 -0.2301 -2.4235 -0.081
P -3.1302 -2.7096 -0.5825 1.122
C -2.7097 -4.3244 -1.3389 -0.352
C -3.2549 -5.5371 -0.9248 -0.076
C -2.8405 -6.7232 -1.5139 -0.073
C -1.8835 -6.7099 -2.5172 -0.076
C -1.3196 -5.5083 -2.9190 -0.075
C -1.7225 -4.3243 -2.3243 -0.148
C -4.4457 -3.1932 0.6073 -0.394
C -5.7196 -3.6082 0.2201 -0.098
C -6.6503 -3.9777 1.1773 -0.067
C -6.3255 -3.9251 2.5271 -0.078
C -5.0627 -3.5110 2.9204 -0.081
C -4.1258 -3.1460 1.9622 -0.108
H -6.2007 0.1036 -4.5100 0.106
H -4.5858 -1.6167 -5.2454 0.109
H -3.3097 -2.9063 -3.5966 0.092
H -5.2685 -0.7832 -0.4324 0.101
H -6.5522 0.4988 -2.0919 0.107
H -3.9981 -5.5649 -0.1403 0.096
H -3.2697 -7.6616 -1.1871 0.107
H -1.5687 -7.6367 -2.9785 0.107
H -0.5618 -5.4924 -3.6917 0.107
H -1.2540 -3.3927 -2.6158 0.059
H -5.9733 -3.6460 -0.8320 0.118
H -7.6328 -4.3108 0.8684 0.109
H -7.0587 -4.2106 3.2701 0.106
H -4.8112 -3.4716 3.9731 0.102
H -3.1272 -2.8433 2.2607 0.061
Se 1.6975 -2.8057 -2.2919 0.734
C 0.7603 -2.1587 -1.0107 -1.023
N 0.0781 -1.6887 -0.1574 -0.158
```

The net charge is +1. Its frontier orbital gap is 7.3044 eV.

***

This record from the Open Molecules 2025 dataset describes 5 unconnected molecules or ions with the total composition C46H77ClF4O3S in a non-equilibrium geometry. The level of theory is wB97M-V/def2-TZVPD.

```
132
Properties=species:S:1:pos:R:3:lowdin_charge:R:1
C 5.1643 -4.2521 0.0961 0.155
C 4.9879 -3.2741 -0.5890 -0.087
C 4.5076 -1.9305 -0.9284 -0.163
C 5.3274 -0.8866 -0.9347 -0.502
Cl 7.0253 -1.0890 -0.5891 0.750
C 4.8031 0.5092 -1.2361 -0.302
O 5.4448 1.2901 -1.8983 0.109
C 3.4238 0.7817 -0.6777 -0.022
C 3.0441 2.0171 -0.1654 -0.077
C 4.0735 3.1440 -0.1260 -0.142
C 3.9465 4.0686 -1.3804 -0.229
C 3.8725 5.5855 -1.0656 -0.557
S 5.1209 6.1809 0.1158 0.701
C 1.7506 2.1994 0.3110 -0.040
C 1.1508 3.4762 0.8810 -0.393
F 0.1077 3.8254 0.0708 0.111
F 2.0040 4.4859 1.0985 0.122
C 0.4978 3.1674 2.2864 -0.289
F 1.1931 2.2080 2.9445 0.093
F -0.8140 2.8775 2.2014 0.088
C 0.8785 1.1232 0.2357 0.048
C 1.2218 -0.1150 -0.2591 -0.104
C 0.2261 -1.2821 -0.3350 -0.133
C -1.1062 -1.0083 0.3986 -0.180
C -2.1006 -0.1914 -0.4873 -0.141
C -2.7462 1.0022 0.2749 -0.238
O -4.1609 1.0402 0.1691 -0.204
C -4.5815 2.2608 -0.4290 -0.102
C 2.5304 -0.2963 -0.7117 -0.019
C 3.0132 -1.6383 -1.2488 -0.241
O 2.3114 -2.3763 -1.8852 0.141
H 5.2751 -5.1406 0.6810 0.045
H 4.0717 3.7043 0.8138 0.091
H 5.0742 2.7014 -0.1789 0.104
H 3.0995 3.7747 -2.0151 0.123
H 4.8496 3.9268 -1.9929 0.085
H 4.0584 6.1038 -2.0179 0.058
H 2.8473 5.8383 -0.7773 0.065
H 6.1881 5.3732 -0.1000 -0.131
H 0.6110 4.0744 2.9012 0.170
H -0.1430 1.2571 0.5844 0.100
H 0.0739 -1.5809 -1.3797 0.122
H 0.7490 -2.1335 0.1295 0.123
H -1.5676 -1.9753 0.6331 0.113
H -0.8504 -0.4610 1.3160 0.102
H -1.5759 0.1843 -1.3774 0.112
H -2.9169 -0.8516 -0.8093 0.115
H -2.3294 1.9342 -0.1394 0.105
H -2.4109 0.9647 1.3261 0.111
H -5.6723 2.3103 -0.3189 0.082
H -4.2862 2.2965 -1.4903 0.095
H -4.1541 3.1350 0.0902 0.090
C -10.4958 0.4480 3.2473 -0.107
C -9.0901 0.9157 2.8834 -0.276
C -8.8576 1.0157 1.3774 -0.226
C -8.9772 -0.3055 0.6156 -0.226
C -8.0401 -1.4114 1.1019 -0.267
C -6.5652 -1.0544 0.9488 -0.113
H -10.7012 -0.5519 2.8615 0.066
H -10.6163 0.4117 4.3315 0.068
H -11.2473 1.1314 2.8463 0.075
H -8.3515 0.2491 3.3373 0.082
H -8.9244 1.9021 3.3264 0.104
H -7.8672 1.4478 1.2033 0.091
H -9.5728 1.7278 0.9525 0.110
H -8.7825 -0.1120 -0.4443 0.109
H -10.0084 -0.6671 0.6684 0.100
H -8.2480 -2.3180 0.5266 0.103
H -8.2514 -1.6576 2.1466 0.098
H -6.3205 -0.8560 -0.0962 0.073
H -5.9390 -1.8828 1.2872 0.071
H -6.2947 -0.1781 1.5383 0.057
C 4.5081 3.6706 -5.2621 -0.104
C 5.8259 3.1418 -4.7028 -0.266
C 6.9056 4.2183 -4.5944 -0.224
C 7.3302 4.8462 -5.9239 -0.228
C 7.8510 3.8557 -6.9655 -0.271
C 9.1114 3.1225 -6.5181 -0.113
H 4.6245 4.0591 -6.2754 0.065
H 3.7637 2.8729 -5.3011 0.071
H 4.1130 4.4714 -4.6315 0.065
H 6.1775 2.3077 -5.3165 0.104
H 5.6438 2.7321 -3.7080 0.063
H 7.7810 3.7895 -4.0978 0.103
H 6.5479 5.0158 -3.9330 0.105
H 8.1063 5.5920 -5.7229 0.109
H 6.4884 5.3989 -6.3513 0.100
H 8.0700 4.4047 -7.8854 0.103
H 7.0744 3.1293 -7.2206 0.098
H 9.9172 3.8295 -6.3094 0.074
H 9.4552 2.4468 -7.3036 0.068
H 8.9367 2.5227 -5.6239 0.065
C 5.2656 -9.9031 -1.6253 -0.114
C 3.8528 -9.3345 -1.5333 -0.272
C 3.2260 -9.0558 -2.8992 -0.230
C 3.9571 -8.0099 -3.7438 -0.228
C 4.1096 -6.6405 -3.0815 -0.273
C 2.7874 -5.9588 -2.7751 -0.106
H 5.9494 -9.2082 -2.1155 0.064
H 5.6616 -10.1037 -0.6281 0.068
H 5.2699 -10.8405 -2.1853 0.074
H 3.8616 -8.4251 -0.9255 0.095
H 3.2209 -10.0510 -1.0013 0.103
H 2.1873 -8.7453 -2.7535 0.100
H 3.1809 -9.9909 -3.4670 0.109
H 3.4182 -7.8899 -4.6892 0.109
H 4.9490 -8.3861 -4.0112 0.100
H 4.6921 -6.0005 -3.7496 0.107
H 4.6896 -6.7260 -2.1573 0.089
H 2.2209 -5.8110 -3.6976 0.079
H 2.9702 -4.9806 -2.3275 0.043
H 2.1713 -6.5246 -2.0740 0.069
C -5.1777 2.1782 4.8531 -0.103
C -5.1188 0.7955 5.4956 -0.263
C -6.4299 0.3890 6.1684 -0.225
C -6.8663 1.2818 7.3321 -0.228
C -5.8514 1.3993 8.4696 -0.271
C -5.5612 0.0677 9.1544 -0.113
H -5.3725 2.9586 5.5909 0.066
H -4.2282 2.4143 4.3692 0.065
H -5.9632 2.2192 4.0947 0.067
H -4.2941 0.7581 6.2130 0.098
H -4.8837 0.0600 4.7211 0.102
H -6.3417 -0.6446 6.5159 0.102
H -7.2268 0.3845 5.4179 0.091
H -7.8072 0.8917 7.7337 0.109
H -7.0942 2.2838 6.9568 0.100
H -6.2439 2.0995 9.2121 0.103
H -4.9179 1.8348 8.1024 0.098
H -6.4744 -0.3584 9.5755 0.075
H -4.8513 0.2091 9.9716 0.068
H -5.1265 -0.6575 8.4652 0.064
```

As for the SMILES: C#CC1=C(Cl)C(=O)c2c(CCCS)c(C(F)(F)C(F)F)cc(CCCCOC)c2C1=O.CCCCCC.CCCCCC.CCCCCC.CCCCCC. Its frontier orbital gap is 7.7472 eV.

***

This record from the Open Molecules 2025 dataset describes 6 unconnected molecules or ions with the total composition C46H78O17. The level of theory is wB97M-V/def2-TZVPD.

```
141
Properties=species:S:1:pos:R:3:lowdin_charge:R:1
C 5.6783 0.4130 1.1175 -0.111
C 6.3705 0.3535 -0.2423 -0.262
C 7.2490 1.5929 -0.5271 -0.214
C 6.6360 2.6116 -1.4925 -0.205
C 5.1904 3.0354 -1.1888 -0.221
C 5.1021 4.3330 -0.3861 -0.195
C 3.6312 4.6699 -0.0183 -0.186
C 3.1021 5.9942 -0.6089 -0.196
C 1.9144 5.7370 -1.5462 -0.233
C 1.3170 7.0004 -2.1515 -0.213
C 0.3649 6.6927 -3.3140 -0.203
C 1.1163 6.3088 -4.6125 -0.191
C 0.6218 5.0106 -5.2767 -0.195
C 1.3602 3.7460 -4.7815 -0.203
C 0.6257 3.0349 -3.6500 -0.199
C 1.4733 1.9335 -3.0026 -0.148
C 0.6778 1.1911 -1.9617 -0.199
C 0.7926 1.5093 -0.6107 0.004
C 0.0276 0.8489 0.3394 0.011
C -0.8617 -0.1312 -0.0616 -0.099
C -0.9818 -0.4558 -1.4140 -0.088
C -0.2112 0.1949 -2.3599 0.049
C -1.9812 -1.5029 -1.7780 -0.331
O -1.8143 -2.3008 -2.6712 0.119
C -3.1912 -1.5190 -0.9052 0.025
C -3.0787 -1.2002 0.3855 0.028
C -1.7305 -0.8447 0.9149 -0.317
O -1.3611 -1.1441 2.0285 0.108
H 5.0052 1.2707 1.1704 0.059
H 6.4160 0.5347 1.9099 0.073
H 5.0765 -0.4805 1.2817 0.068
H 6.9826 -0.5463 -0.3036 0.099
H 5.6308 0.2993 -1.0454 0.101
H 7.5681 2.0582 0.4077 0.106
H 8.1624 1.2253 -1.0027 0.101
H 6.7277 2.2757 -2.5259 0.107
H 7.2436 3.5203 -1.4279 0.105
H 4.6262 2.2595 -0.6711 0.085
H 4.6853 3.2189 -2.1429 0.105
H 5.6806 4.2598 0.5364 0.111
H 5.4817 5.1508 -0.9991 0.102
H 3.0180 3.8661 -0.4326 0.066
H 3.5003 4.6909 1.0625 0.108
H 3.8644 6.4815 -1.2209 0.105
H 2.7893 6.6915 0.1701 0.110
H 1.1532 5.1393 -1.0349 0.116
H 2.3091 5.1083 -2.3541 0.097
H 2.1437 7.5854 -2.5678 0.114
H 0.8314 7.5873 -1.3704 0.113
H -0.3447 5.9185 -3.0150 0.100
H -0.2229 7.5915 -3.5113 0.103
H 1.0087 7.1355 -5.3125 0.105
H 2.1676 6.1627 -4.3578 0.097
H -0.4380 4.8847 -5.0348 0.105
H 0.6974 5.0619 -6.3627 0.099
H 1.4805 3.0561 -5.6196 0.109
H 2.3588 4.0427 -4.4499 0.101
H -0.3147 2.6237 -4.0222 0.121
H 0.3989 3.7581 -2.8637 0.094
H 1.8181 1.2318 -3.7661 0.125
H 2.3605 2.3763 -2.5457 0.097
H 1.4720 2.2911 -0.2948 0.101
H 0.1131 1.0953 1.3895 0.117
H -0.3118 -0.0581 -3.4076 0.135
H -4.1644 -1.7648 -1.3099 0.126
H -3.9341 -1.1892 1.0472 0.125
C -0.0417 -0.5525 4.5811 -0.069
C 1.3287 -0.4037 3.9686 -0.198
O 1.9871 0.7973 4.4182 0.038
C 2.5255 0.7367 5.6309 -0.615
O 2.5350 -0.2178 6.3648 0.118
O 3.0651 1.9277 5.9049 0.002
C 3.6380 2.0276 7.2101 -0.041
H -0.6409 0.3424 4.4053 0.088
H -0.5570 -1.4064 4.1594 0.064
H 0.0332 -0.6935 5.6588 0.055
H 1.2552 -0.3014 2.8882 0.102
H 1.9552 -1.2708 4.1761 0.127
H 4.3427 1.2188 7.3893 0.095
H 2.8560 2.0126 7.9681 0.095
H 4.1568 2.9812 7.2406 0.092
C -7.4377 -7.1233 -1.6273 -0.064
C -7.1464 -6.9456 -0.1532 -0.207
O -5.7432 -7.0717 0.1303 0.026
C -5.0054 -5.9981 -0.1468 -0.608
O -5.4092 -4.9524 -0.5865 0.121
O -3.7351 -6.2835 0.1370 -0.004
C -2.8155 -5.2361 -0.1897 -0.027
H -7.0238 -8.0667 -1.9853 0.082
H -8.5137 -7.1228 -1.8005 0.080
H -6.9934 -6.3187 -2.2118 0.075
H -7.6231 -7.7334 0.4270 0.123
H -7.5124 -5.9882 0.2157 0.123
H -3.1295 -4.2941 0.2531 0.081
H -2.7296 -5.1323 -1.2703 0.102
H -1.8528 -5.5267 0.2211 0.095
C -0.0454 1.1759 -10.4233 -0.064
C -0.0687 2.5223 -9.7325 -0.213
O 1.2517 3.0766 -9.6204 0.032
C 1.7271 3.6480 -10.7255 -0.615
O 1.1481 3.7589 -11.7743 0.124
O 2.9616 4.0805 -10.4686 0.004
C 3.6235 4.6745 -11.5887 -0.038
H 0.6535 0.5049 -9.9227 0.082
H -1.0381 0.7263 -10.4088 0.080
H 0.2726 1.2772 -11.4601 0.076
H -0.4240 2.4174 -8.7088 0.119
H -0.7305 3.2215 -10.2424 0.123
H 3.0110 5.4557 -12.0328 0.095
H 3.8564 3.9164 -12.3345 0.098
H 4.5437 5.1027 -11.2029 0.093
C -1.0827 0.4264 8.0078 -0.070
C -1.4500 0.6036 9.4641 -0.206
O -2.6650 1.3558 9.6216 0.038
C -3.7886 0.6703 9.4249 -0.614
O -3.8729 -0.5007 9.1616 0.124
O -4.8164 1.5072 9.5788 0.004
C -6.0966 0.9152 9.3469 -0.041
H -1.0432 1.3938 7.5040 0.087
H -0.1097 -0.0580 7.9191 0.074
H -1.8213 -0.1843 7.4894 0.078
H -0.6901 1.1861 9.9816 0.122
H -1.5416 -0.3554 9.9727 0.124
H -6.2222 0.0139 9.9424 0.095
H -6.2188 0.6813 8.2905 0.098
H -6.8311 1.6579 9.6440 0.092
C -2.5523 -8.9388 2.3471 -0.055
C -4.0163 -9.2961 2.2230 -0.209
O -4.3217 -10.5295 2.8982 0.040
C -4.4591 -10.4382 4.2173 -0.615
O -4.3808 -9.4343 4.8767 0.123
O -4.7101 -11.6600 4.6938 0.003
C -4.8323 -11.7230 6.1162 -0.042
H -1.9260 -9.7656 2.0087 0.083
H -2.3322 -8.0574 1.7460 0.065
H -2.2859 -8.7271 3.3824 0.078
H -4.2715 -9.4636 1.1790 0.121
H -4.6570 -8.4978 2.5942 0.121
H -5.5567 -10.9965 6.4774 0.094
H -3.8661 -11.5477 6.5867 0.098
H -5.1733 -12.7282 6.3460 0.092
```

As for the SMILES: CCCCCCCCCCCCCCCCc1ccc2c(c1)C(=O)C=CC2=O.CCOC(=O)OC.CCOC(=O)OC.CCOC(=O)OC.CCOC(=O)OC.CCOC(=O)OC. Its frontier orbital gap is 8.6881 eV.

***

- The highest frontier orbital gap belongs to which entry?
  C46H78O17

***

- Which of these has the highest frontier orbital gap?
  C46H78O17

***

- The lowest frontier orbital gap belongs to which entry?
  C46H74N8O3PSSeSi4TeZr

***

- What is the frontier orbital gap in the first record?
  7.3044 eV